# C15H25ClINO2PYb

A structure of composition C15H25ClINO2PYb at a distorted geometry (wB97M-V/def2-TZVPD, the OMol25 dataset).

Output
2S+1: 2
<S²>: 0.76
Net charge: +2
E_LUMO (alpha / beta) (eV): -6.0 / -6.4

Each line ends with the Löwdin spin population.
Positions of all 47 atoms, in Å:
C: -3.07539 2.02419 -5.51600  0.0000
C: -2.22639 1.70851 -4.32715  0.0002
H: -3.82844 1.24311 -5.68060  0.0000
H: -2.43361 2.10455 -6.40143  0.0000
H: -3.58159 2.98896 -5.35808  0.0000
O: -2.46859 0.78872 -3.51983  0.0002
I: -0.43146 2.98157 -3.99672  0.0009
Yb: -0.80685 0.90505 -1.85326  0.0339
P: 1.48282 -0.90034 -1.83932  0.0661
C: 1.76922 -2.69496 -1.93989  0.0002
C: 1.20851 -0.60244 -3.65019  0.0130
H: 3.33631 0.65771 -1.65758  0.0001
H: 3.78932 -0.82935 -2.58368  0.0025
H: 3.66696 -0.86645 -0.79538  0.0000
C: 3.25087 -0.43200 -1.71380  0.0130
H: 1.12650 0.47386 -3.88162  0.0003
H: 2.05305 -1.01259 -4.22504  0.0027
H: 2.47154 -2.88429 -2.76064  0.0014
H: 0.82087 -3.21020 -2.12335  -0.0002
H: 0.29268 -1.11587 -3.98269  0.0000
H: 2.19118 -3.04916 -0.99095  0.0001
C: -0.61620 -1.28857 0.23547  0.4090
O: -0.52118 -2.46160 0.35638  0.2305
Cl: 1.10112 1.98386 -0.59068  0.0028
C: -0.09424 -1.15086 4.57606  0.0008
N: 0.88090 -0.19040 3.99578  0.0009
C: 2.27115 -0.49620 4.43022  0.0002
C: 0.74128 -0.09564 2.49037  0.0059
C: -0.63453 0.37038 2.08751  0.0451
C: -1.28404 1.39063 2.78111  -0.0041
C: -2.53953 1.84052 2.35434  0.0486
C: -3.13151 1.31446 1.20451  -0.0062
C: -2.51125 0.27380 0.50434  0.0433
C: -1.29219 -0.22392 0.98229  0.0805
H: 0.06607 -2.13594 4.12971  0.0002
H: -1.10772 -0.80402 4.37966  0.0003
H: 0.07838 -1.19222 5.65061  0.0000
H: 0.63249 0.73703 4.37443  0.0000
H: 2.55134 -1.47328 4.02251  0.0000
H: 2.92360 0.29043 4.04127  0.0001
H: 2.28821 -0.50941 5.52314  0.0000
H: 1.50750 0.60299 2.12907  0.0016
H: 1.00816 -1.07806 2.08510  0.0010
H: -0.82854 1.84617 3.67391  -0.0007
H: -3.04565 2.63055 2.91642  0.0024
H: -4.09065 1.69644 0.85855  -0.0012
H: -2.96047 -0.15574 -0.39487  0.0043